{"formula": "C50H41F3GeIrN2OP2S2", "method": "ωB97M-V with the def2-TZVPD basis set", "relative_energy_kj_mol": 126.3, "charge": 1, "max_force_ev_per_a": 1.1, "e_homo_ev": [-10.58, -10.58], "symbols": ["Ir", "S", "P", "C", "P", "S", "C", "C", "C", "C", "C", "C", "C", "C", "C", "C", "C", "C", "C", "C", "C", "C", "C", "C", "C", "C", "C", "C", "C", "C", "H", "H", "H", "H", "H", "H", "H", "H", "H", "H", "H", "H", "H", "H", "H", "H", "H", "H", "H", "H", "N", "C", "O", "C", "C", "C", "C", "N", "C", "H", "H", "H", "H", "H", "H", "F", "C", "F", "F", "C", "C", "C", "C", "C", "C", "Ge", "C", "C", "C", "C", "C", "C", "C", "C", "C", "C", "C", "C", "H", "H", "H", "H", "H", "H", "H", "H", "H", "H", "H", "H", "H", "H", "H"], "positions_angstrom": [[0.480061, -0.634853, -0.513530], [-1.886560, -0.186948, -0.010515], [-1.324268, 1.776528, -0.131995], [0.246302, 1.453564, -0.798173], [0.784498, 1.796150, -2.437071], [0.497560, -0.073218, -3.090165], [-0.181860, 3.024088, -3.330426], [0.200188, 4.365191, -3.330445], [-0.559954, 5.297974, -4.017270], [-1.688098, 4.893436, -4.716518], [-2.066666, 3.557909, -4.723851], [-1.318255, 2.622749, -4.029852], [2.475431, 2.387604, -2.513930], [2.961679, 3.289054, -1.571774], [4.240400, 3.801104, -1.709742], [5.029019, 3.413530, -2.785858], [4.543435, 2.512422, -3.722922], [3.264076, 1.995805, -3.589657], [-1.067140, 2.640976, 1.420247], [0.212732, 2.978938, 1.847822], [0.371270, 3.732426, 3.001017], [-0.739291, 4.122713, 3.734410], [-2.015838, 3.753515, 3.325932], [-2.182923, 3.017947, 2.167086], [-2.564483, 2.761316, -0.984767], [-2.442055, 4.150591, -1.008229], [-3.404277, 4.913041, -1.644484], [-4.499618, 4.296057, -2.238764], [-4.624361, 2.915935, -2.214327], [-3.651962, 2.144209, -1.595365], [1.097256, 4.682453, -2.815329], [-0.261037, 6.337608, -4.021827], [-2.270191, 5.620882, -5.267491], [-2.943033, 3.243719, -5.274693], [-1.602941, 1.577594, -4.039688], [2.351887, 3.571570, -0.720449], [4.626235, 4.494906, -0.974981], [6.029421, 3.811378, -2.890007], [5.163220, 2.210243, -4.556286], [2.884037, 1.285055, -4.314035], [1.079640, 2.647494, 1.292133], [1.364608, 4.009419, 3.328420], [-0.612095, 4.710790, 4.633836], [-2.879714, 4.042914, 3.908957], [-3.180224, 2.750745, 1.836776], [-1.605792, 4.637212, -0.519685], [-3.306889, 5.990082, -1.670377], [-5.260988, 4.898380, -2.717296], [-5.479434, 2.438550, -2.673763], [-3.739739, 1.065186, -1.583608], [-0.571453, -6.116141, -0.981111], [0.369310, -5.976637, -1.941900], [0.620690, -6.830586, -2.767399], [1.135487, -4.677580, -1.955367], [2.373362, -4.633813, -2.581627], [3.078740, -3.441361, -2.571523], [2.536867, -2.335555, -1.947282], [1.339900, -2.376040, -1.349779], [0.648778, -3.518741, -1.381950], [-1.094736, -6.975477, -0.967257], [-0.713034, -5.461877, -0.229098], [2.754642, -5.529402, -3.053408], [4.048959, -3.351676, -3.038348], [3.059703, -1.390246, -1.928147], [-0.327328, -3.493408, -0.915233], [3.110419, -1.319997, 0.548583], [2.318284, -0.258478, 0.290134], [2.208131, 0.409105, 1.471400], [3.088204, 0.547442, -0.495340], [-2.806572, -5.750941, 1.089995], [-1.850095, -5.664679, 2.090748], [-1.032555, -4.544409, 2.179088], [-1.158188, -3.477321, 1.280891], [-2.124460, -3.591028, 0.279418], [-2.937801, -4.711613, 0.180239], [0.022038, -1.923512, 1.669388], [-0.887622, -0.849195, 3.033938], [-0.276019, 0.203908, 3.716201], [-0.955159, 0.892902, 4.710953], [-2.261607, 0.552609, 5.031593], [-2.886156, -0.482825, 4.353160], [-2.202323, -1.176088, 3.364773], [1.614482, -2.759704, 2.462270], [1.990605, -2.415411, 3.758049], [3.046611, -3.058883, 4.393130], [3.736377, -4.070130, 3.745608], [3.363772, -4.435825, 2.457433], [2.313727, -3.786634, 1.829917], [-3.446371, -6.621004, 1.019357], [-1.737376, -6.468939, 2.806443], [-0.289929, -4.506141, 2.966132], [-2.252522, -2.808624, -0.454886], [-3.673073, -4.773918, -0.611726], [0.740488, 0.490411, 3.484487], [-0.457499, 1.695233, 5.241124], [-2.787209, 1.089424, 5.811100], [-3.904305, -0.757200, 4.598144], [-2.703945, -1.990377, 2.854913], [1.458152, -1.639936, 4.293568], [3.323814, -2.769083, 5.398648], [4.554474, -4.577301, 4.240027], [3.890337, -5.230219, 1.943444], [2.047713, -4.099009, 0.829595]], "atomic_forces_ev_per_a": [[0.1, 1.1, -0.1], [0.1, 0.1, 0.2], [0.1, -0.1, -0.2], [0.1, -0.5, -0.1], [-0.3, 0.3, 0.4], [0.4, -0.2, 0.0], [0.0, -0.1, 0.0], [0.0, 0.0, 0.0], [0.0, 0.0, 0.0], [0.0, 0.0, 0.0], [0.0, 0.0, 0.0], [0.0, 0.0, 0.0], [0.0, 0.0, -0.1], [-0.1, 0.0, 0.1], [0.0, 0.0, 0.0], [0.0, 0.0, 0.0], [0.0, 0.0, 0.0], [0.0, 0.0, 0.0], [-0.1, -0.1, 0.1], [0.1, 0.0, 0.0], [0.0, 0.0, 0.1], [0.0, 0.0, 0.0], [0.0, 0.0, 0.0], [0.0, 0.1, 0.0], [0.0, -0.1, 0.0], [0.0, 0.0, 0.0], [0.0, 0.0, 0.0], [0.0, 0.0, 0.0], [0.0, 0.0, 0.0], [0.0, 0.0, 0.0], [0.0, 0.0, 0.0], [0.0, 0.0, 0.0], [0.0, 0.0, 0.0], [0.0, 0.0, 0.0], [0.0, 0.0, 0.0], [0.0, 0.0, 0.0], [0.0, 0.0, 0.0], [0.0, 0.0, 0.0], [0.0, 0.0, 0.0], [0.0, 0.0, 0.0], [0.0, 0.0, 0.0], [0.0, 0.0, 0.0], [0.0, 0.0, 0.0], [0.0, 0.0, 0.0], [0.0, 0.0, 0.0], [0.0, 0.0, 0.0], [0.0, 0.0, 0.0], [0.0, 0.0, 0.0], [0.0, 0.0, 0.0], [0.0, 0.0, 0.0], [0.3, 0.0, -0.3], [0.0, -0.1, 0.0], [0.0, 0.0, 0.0], [0.0, 0.0, 0.0], [0.0, 0.1, 0.1], [0.0, 0.0, 0.0], [0.2, 0.0, 0.0], [-0.2, 0.0, 0.1], [-0.3, -0.2, 0.1], [0.0, 0.0, 0.0], [0.2, -0.1, -0.1], [0.0, 0.0, 0.0], [0.0, 0.0, 0.0], [0.0, -0.1, 0.0], [0.3, 0.0, -0.2], [-0.1, 0.1, 0.0], [0.1, 0.0, 0.0], [-0.2, -0.1, -0.2], [-0.2, -0.1, 0.0], [-0.1, 0.1, 0.1], [-0.1, 0.0, 0.0], [0.0, 0.0, 0.0], [0.0, 0.0, 0.2], [-0.3, 0.1, 0.3], [-0.2, 0.1, 0.1], [0.1, -0.1, -0.1], [0.0, 0.0, 0.0], [0.0, -0.1, 0.0], [0.0, 0.0, 0.0], [0.0, 0.0, 0.0], [0.0, 0.0, 0.0], [0.0, -0.1, 0.0], [-0.2, 0.1, 0.2], [0.0, 0.1, 0.0], [0.0, 0.0, 0.0], [0.0, 0.0, 0.0], [0.0, 0.0, 0.0], [0.0, 0.0, 0.0], [0.0, 0.0, 0.0], [0.0, 0.0, 0.0], [0.0, 0.0, 0.0], [0.0, 0.2, -0.1], [0.0, 0.0, 0.0], [0.1, 0.0, 0.0], [0.0, 0.0, 0.0], [0.0, 0.0, 0.0], [0.0, 0.0, 0.0], [0.0, 0.0, 0.0], [0.0, 0.0, 0.0], [0.0, 0.0, 0.0], [0.0, 0.0, 0.0], [0.0, 0.0, 0.0], [-0.1, 0.0, -0.1]], "mulliken_charge": [3.334, -0.849, 2.204, -1.494, 1.288, -0.550, 0.967, -0.700, -0.728, -0.588, -0.687, -0.407, 0.585, -0.208, -0.802, -0.548, -0.789, -0.533, 0.866, -0.495, -0.689, -0.718, -0.646, -0.859, 0.969, -0.557, -0.745, -0.608, -0.753, -0.616, 0.419, 0.442, 0.442, 0.457, 0.292, 0.484, 0.444, 0.413, 0.438, 0.500, 0.243, 0.441, 0.414, 0.468, 0.519, 0.487, 0.461, 0.439, 0.436, 0.363, -0.214, 0.024, -0.665, 0.228, -0.807, -0.996, 0.110, -0.214, -0.441, 0.288, 0.304, 0.530, 0.495, 0.381, 0.743, -0.102, -1.327, -0.074, -0.114, -0.749, -0.736, -0.436, 0.597, -0.498, -0.984, 1.609, 0.472, 0.077, -1.260, -0.722, -0.906, -0.532, 0.422, -0.590, -0.807, -0.651, -0.908, 0.056, 0.440, 0.446, 0.445, 0.226, 0.442, 0.522, 0.528, 0.441, 0.449, 0.276, 0.337, 0.429, 0.388, 0.454, 0.328]}

---

{"formula": "C50H41N7O2P2Sn", "method": "ωB97M-V with the def2-TZVPD basis set", "relative_energy_kj_mol": 250.8, "max_force_ev_per_a": 0.7, "e_homo_ev": -5.12, "symbols": ["Sn", "N", "C", "N", "C", "N", "N", "C", "C", "C", "C", "C", "C", "N", "C", "C", "C", "C", "C", "C", "H", "H", "H", "H", "H", "H", "H", "H", "H", "H", "H", "C", "P", "C", "C", "C", "C", "C", "C", "C", "C", "C", "C", "C", "C", "C", "C", "C", "C", "C", "P", "C", "C", "C", "C", "C", "C", "C", "C", "C", "C", "C", "C", "N", "H", "H", "H", "H", "H", "H", "H", "H", "H", "H", "H", "H", "H", "H", "H", "H", "H", "H", "H", "H", "H", "H", "H", "H", "H", "H", "O", "C", "O", "C", "C", "C", "C", "C", "N", "H", "H", "H", "H"], "positions_angstrom": [[-0.294954, 0.509293, 0.936394], [3.406410, -3.193598, 0.828892], [2.564622, -2.121171, 0.583908], [1.301569, -2.154342, 0.739093], [0.780517, -3.354405, 1.210608], [-0.673126, -3.524016, 1.212729], [-1.442285, -2.318421, 1.478987], [-2.252575, -2.384532, 2.436939], [-3.183862, -1.268897, 2.713802], [-4.098434, -1.402927, 3.742880], [-4.984897, -0.358299, 3.969375], [-4.902931, 0.762130, 3.165722], [-3.937037, 0.797956, 2.158923], [-3.097162, -0.198138, 1.928766], [1.525067, -4.532568, 1.500258], [1.063875, -5.757130, 1.995232], [1.934422, -6.840567, 2.241999], [3.270553, -6.728599, 1.986929], [3.765875, -5.496441, 1.496695], [2.932574, -4.439277, 1.282690], [4.397697, -3.051122, 0.762229], [3.060069, -1.220058, 0.263382], [-2.308238, -3.250757, 3.106061], [-4.119207, -2.299704, 4.349421], [-5.721404, -0.423435, 4.759228], [-5.576717, 1.597224, 3.300547], [-3.840248, 1.662605, 1.511173], [0.017671, -5.902210, 2.226783], [1.529130, -7.767755, 2.628424], [3.943458, -7.559008, 2.151819], [4.825998, -5.379338, 1.296486], [-2.596145, -0.945162, -1.668962], [-0.895789, -1.513911, -1.254621], [0.010419, -1.356158, -2.830347], [1.098660, -2.190000, -3.092094], [1.893093, -1.976679, -4.208741], [1.614081, -0.927494, -5.076454], [0.531671, -0.096591, -4.825505], [-0.263812, -0.302137, -3.704932], [-1.223677, -3.338897, -1.200642], [-1.221398, -4.100075, -0.041884], [-1.691730, -5.399654, -0.000272], [-2.127705, -6.005595, -1.172083], [-2.100186, -5.291121, -2.358621], [-1.668137, -3.969289, -2.357460], [-2.713512, 0.547988, -1.588992], [-3.446403, 1.370316, -2.420334], [-3.293431, 2.686307, -1.913104], [-2.481379, 2.578155, -0.804723], [-2.058153, 3.667649, 0.141257], [-0.279651, 3.437266, 0.528538], [0.531621, 4.375050, -0.810025], [1.411745, 5.432613, -0.601410], [2.020679, 6.061028, -1.680418], [1.759091, 5.640404, -2.975713], [0.878413, 4.588357, -3.193192], [0.273915, 3.953632, -2.119608], [0.069982, 4.355045, 2.059393], [-0.921503, 4.892734, 2.875084], [-0.603916, 5.413188, 4.124446], [0.706705, 5.400506, 4.574163], [1.706474, 4.870288, 3.768153], [1.387372, 4.347209, 2.527519], [-2.100118, 1.276146, -0.596842], [-3.247883, -1.438717, -0.939927], [-2.885437, -1.296748, -2.662085], [1.329425, -3.008279, -2.417451], [2.733797, -2.631171, -4.400382], [2.236417, -0.762080, -5.946790], [0.304714, 0.719265, -5.500797], [-1.106656, 0.353917, -3.513585], [-0.830572, -4.222046, 1.951256], [-1.721298, -5.945131, 0.932408], [-2.484153, -7.026747, -1.148653], [-2.430534, -5.748689, -3.281620], [-1.674141, -3.408021, -3.285021], [-4.028554, 1.060053, -3.276352], [-3.730952, 3.595147, -2.300229], [-2.616729, 3.610177, 1.079872], [-2.241408, 4.647072, -0.301396], [1.619858, 5.777293, 0.402812], [2.697258, 6.887892, -1.504665], [2.235646, 6.133203, -3.813634], [0.664939, 4.256866, -4.201853], [-0.421210, 3.139367, -2.296913], [-1.949190, 4.927182, 2.539048], [-1.387532, 5.825560, 4.747189], [0.949613, 5.794737, 5.552672], [2.730674, 4.837276, 4.115968], [2.172175, 3.906968, 1.922442], [3.662207, 1.161462, 2.678494], [2.632517, 1.197886, 2.017488], [1.423222, 1.130780, 2.392383], [2.789560, 1.381485, 0.504409], [3.994495, 1.811773, -0.026883], [4.098655, 1.998608, -1.394773], [2.998438, 1.737791, -2.196401], [1.834785, 1.299450, -1.593973], [1.730544, 1.128014, -0.274291], [4.814054, 1.983837, 0.655944], [5.026928, 2.343097, -1.833085], [3.028511, 1.875766, -3.268270], [0.954149, 1.082133, -2.181279]], "atomic_forces_ev_per_a": [[0.2, 0.0, 0.2], [0.0, 0.1, -0.1], [0.1, -0.1, 0.1], [-0.1, -0.2, -0.1], [0.1, -0.1, 0.4], [-0.2, 0.1, 0.2], [0.4, 0.0, -0.6], [-0.3, -0.2, 0.6], [0.2, -0.3, 0.0], [-0.1, 0.1, 0.1], [0.0, 0.0, 0.0], [0.1, 0.0, -0.1], [-0.1, 0.1, 0.1], [-0.1, 0.0, 0.0], [0.0, 0.0, 0.1], [0.1, 0.0, -0.1], [-0.1, 0.1, 0.0], [0.1, 0.0, 0.0], [0.1, -0.1, 0.0], [0.0, 0.0, 0.0], [0.0, 0.0, 0.0], [0.1, 0.2, -0.1], [0.0, 0.0, -0.1], [0.0, 0.0, 0.0], [0.0, 0.0, 0.0], [0.0, 0.0, 0.0], [0.0, 0.0, -0.1], [-0.1, -0.1, 0.0], [0.0, 0.0, 0.0], [0.0, 0.0, 0.0], [0.0, 0.0, 0.0], [0.0, 0.0, 0.0], [0.0, 0.2, -0.1], [-0.1, -0.1, 0.0], [0.1, 0.0, 0.0], [0.0, 0.0, 0.0], [0.0, 0.0, 0.0], [0.0, 0.0, 0.0], [-0.1, -0.2, -0.1], [0.0, 0.3, -0.3], [0.0, 0.1, 0.1], [0.0, -0.1, -0.1], [0.0, 0.1, 0.0], [0.0, 0.0, 0.1], [0.0, -0.1, -0.1], [0.1, 0.0, 0.2], [0.0, 0.1, 0.0], [-0.1, 0.0, -0.1], [0.1, 0.0, 0.1], [0.0, 0.0, -0.1], [-0.1, 0.1, 0.3], [0.0, -0.2, -0.1], [0.0, 0.0, 0.0], [0.0, 0.0, 0.0], [0.0, 0.0, 0.0], [0.0, 0.0, 0.0], [0.0, 0.1, 0.0], [0.1, -0.1, 0.0], [0.0, 0.1, 0.0], [0.0, 0.0, 0.0], [0.0, 0.0, 0.0], [0.0, 0.0, 0.0], [0.0, -0.1, 0.0], [0.1, 0.1, -0.4], [0.0, 0.0, 0.0], [-0.1, 0.0, 0.0], [0.0, 0.0, 0.0], [0.0, 0.0, 0.0], [0.0, 0.0, 0.0], [0.0, 0.0, 0.0], [0.0, 0.0, 0.0], [-0.2, 0.0, 0.0], [0.0, 0.0, 0.0], [0.0, 0.0, 0.0], [0.0, 0.0, 0.0], [0.0, 0.0, 0.0], [0.0, 0.0, 0.0], [0.0, 0.0, 0.0], [0.0, 0.0, 0.0], [0.0, 0.0, 0.0], [0.0, 0.0, 0.0], [0.0, 0.0, 0.0], [0.0, 0.0, 0.0], [0.0, 0.0, 0.0], [0.0, 0.0, 0.0], [0.0, 0.0, 0.0], [0.0, 0.0, 0.0], [0.0, 0.0, 0.0], [0.0, 0.0, 0.0], [0.0, 0.0, 0.0], [-0.1, 0.1, 0.1], [0.1, 0.0, -0.2], [-0.1, -0.1, 0.2], [0.0, 0.0, -0.1], [0.0, 0.0, 0.0], [0.0, 0.0, 0.0], [0.0, 0.0, 0.0], [0.0, -0.1, 0.1], [0.0, -0.1, -0.1], [0.0, 0.0, 0.0], [0.0, 0.0, 0.0], [0.0, 0.0, 0.0], [0.0, 0.0, 0.0]], "mulliken_charge": [1.235, 0.040, -1.156, 0.584, -1.269, 1.075, 0.289, -0.401, 0.470, -1.117, -0.364, -1.045, -0.034, 0.307, 1.665, -0.590, -1.136, -0.652, -0.683, -0.482, 0.277, 0.677, 0.275, 0.431, 0.424, 0.444, 0.333, 0.341, 0.384, 0.382, 0.372, -1.108, 2.437, 0.046, -0.658, -0.704, -0.734, -0.451, -0.906, 0.346, 0.082, -0.562, -0.918, -1.018, -1.056, -0.346, -1.369, -1.078, -0.292, -0.717, 1.602, 0.752, -0.658, -0.793, -0.676, -0.734, -0.484, 0.595, -0.737, -0.686, -0.608, -0.901, -0.516, 1.418, 0.610, 0.489, 0.419, 0.430, 0.396, 0.475, 0.209, 0.700, 0.394, 0.405, 0.467, 0.409, 0.525, 0.529, 0.344, 0.366, 0.450, 0.433, 0.396, 0.483, 0.176, 0.398, 0.413, 0.384, 0.434, 0.446, -0.789, 0.576, -0.726, -0.078, -0.896, -1.019, -0.886, -0.444, 1.688, 0.653, 0.429, 0.637, 0.037]}